No. 1
An isolated ion of composition C2H6NO and charge -1 at a distorted geometry, computed with the ωB97M-V functional and the def2-TZVPD basis.

Last columns: bonded neighbours and bond lengths (Å).
Positions of all 10 atoms, in Å:
1 O -0.54 -1.31 1.42  H2 1.026, C3 1.560
2 H -0.47 -0.42 1.93  O1 1.026
3 C -0.51 -0.88 -0.08  O1 1.560, C4 1.413, H6 1.185, H7 1.078
4 C -0.13 0.47 -0.25  C3 1.413, N5 1.404, H8 1.095
5 N 1.16 0.81 -0.67  C4 1.404, H9 0.963, H10 0.982
6 H 0.21 -1.65 -0.62  C3 1.185
7 H -1.54 -1.08 -0.30  C3 1.078
8 H -0.91 1.22 -0.06  C4 1.095
9 H 1.60 1.35 0.00  N5 0.963
10 H 1.13 1.48 -1.39  N5 0.982

Values from the calculation:
ΔE to the lowest compared entry with this formula, charge and spin ... 1.964 eV
E_tot ... -209.7054 hartree
Total charge ... -1

---

No. 2
An isolated ion of composition C2H6NO and charge -1 at a distorted geometry, computed with the ωB97M-V functional and the def2-TZVPD basis.

Last columns: bonded neighbours and bond lengths (Å).
Positions of all 10 atoms, in Å:
1 C 0.54 -0.17 0.24  O2 1.766, C3 1.643, H5 1.094, H6 1.084, H9 1.116
2 O 2.28 -0.14 -0.05  C1 1.766
3 C -0.90 0.52 -0.17  C1 1.643, N4 1.412, H7 1.092, H8 1.099
4 N -2.06 -0.24 0.08  C3 1.412, H10 1.023
5 H 0.54 -0.62 1.24  C1 1.094
6 H 0.55 -1.06 -0.38  C1 1.084
7 H -1.02 1.39 0.48  C3 1.092
8 H -0.68 0.73 -1.22  C3 1.099
9 H 1.12 0.78 0.26  C1 1.116
10 H -2.43 -0.54 -0.83  N4 1.023

Values from the calculation:
ΔE to the lowest compared entry with this formula, charge and spin ... 5.586 eV
E_tot ... -209.5722 hartree
Total charge ... -1

---

No. 3
An isolated ion of composition C2H6NO and charge +2 at a distorted geometry, computed with the ωB97M-V functional and the def2-TZVPD basis.

Last columns: bonded neighbours and bond lengths (Å).
Positions of all 10 atoms, in Å:
1 O 0.51 -1.40 -0.40  C2 1.263
2 C -0.17 -0.50 -0.98  O1 1.263, C3 1.551, H5 1.142
3 C -0.28 0.84 -0.22  C2 1.551, N4 1.511, H6 1.109, H7 1.084
4 N 0.00 0.75 1.27  C3 1.511, H8 0.995, H9 1.135, H10 0.998
5 H -0.52 -0.71 -2.04  C2 1.142
6 H 0.44 1.49 -0.76  C3 1.109
7 H -1.31 1.15 -0.36  C3 1.084
8 H 0.14 1.62 1.73  N4 0.995
9 H -0.95 0.21 1.55  N4 1.135
10 H 0.78 0.13 1.39  N4 0.998

Values from the calculation:
Spin multiplicity ... 2
Expectation value of S² ... 0.759
ΔE to the lowest compared entry with this formula, charge and spin ... 0.751 eV
E_tot ... -208.9247 hartree
Total charge ... +2

---

No. 4
One molecule with the formula C2H6NO2P, computed with the ωB97M-V functional and the def2-TZVPD basis.

Last columns: bonded neighbours and bond lengths (Å).
Positions of all 12 atoms, in Å:
1 C 0.71 0.76 -0.03  C2 1.517, O4 1.202, P6 1.917
2 C 2.04 0.20 0.44  C1 1.517, O5 1.398, H7 1.095, H9 1.108
3 N -1.76 -0.16 0.26  P6 1.694, H10 1.009, H11 1.010
4 O 0.34 1.87 0.24  C1 1.202
5 O 2.62 -0.79 -0.36  C2 1.398, H8 0.968
6 P -0.54 -0.43 -0.88  C1 1.917, N3 1.694, H12 1.405
7 H 2.77 1.01 0.53  C2 1.095
8 H 1.95 -1.46 -0.56  O5 0.968
9 H 1.83 -0.18 1.46  C2 1.108
10 H -2.34 -0.96 0.44  N3 1.009
11 H -2.30 0.69 0.18  N3 1.010
12 H -0.85 0.57 -1.82  P6 1.405

Values from the calculation:
SMILES ... NPC(=O)CO
ΔE to the lowest compared entry with this formula, charge and spin ... 1.511 eV
E_tot ... -626.3649 hartree

---

No. 5
A 2-piece molecular cluster, C2H6NO2P overall at a distorted geometry, computed with the ωB97M-V functional and the def2-TZVPD basis.

Last columns: bonded neighbours and bond lengths (Å).
Positions of all 12 atoms, in Å:
1 C 1.13 -0.46 0.61  C2 1.481, H7 1.119, H8 1.063, H9 1.086
2 C 0.04 -0.20 -0.36  C1 1.481, P6 1.805, H10 1.134
3 N -1.81 -0.34 0.50  O4 1.231, O5 1.171
4 O -1.86 -1.10 1.47  N3 1.231
5 O -2.57 0.27 -0.16  N3 1.171
6 P -0.20 1.32 -1.32  C2 1.805, H11 1.331, H12 1.325
7 H 0.94 -1.36 1.25  C1 1.119
8 H 2.06 -0.48 0.09  C1 1.063
9 H 1.12 0.35 1.32  C1 1.086
10 H -0.33 -1.16 -0.83  C2 1.134
11 H 0.58 2.11 -0.58  P6 1.331
12 H 0.91 1.05 -1.99  P6 1.325

Values from the calculation:
ΔE to the lowest compared entry with this formula, charge and spin ... 5.899 eV
E_tot ... -626.2036 hartree

---

No. 6
A 2-piece molecular cluster, C2H6NO3 overall, computed with the ωB97M-V functional and the def2-TZVPD basis.

Last columns: bonded neighbours and bond lengths (Å).
Positions of all 12 atoms, in Å:
1 N -0.13 1.19 -1.19  C2 1.337, H6 1.015
2 C 1.04 0.53 -1.20  N1 1.337, O3 1.392, O4 1.234
3 O 1.87 0.92 -0.15  C2 1.392, H7 0.967
4 O 1.47 -0.35 -1.94  C2 1.234
5 H -0.83 0.64 0.31  O9 1.000
6 H -0.65 0.84 -1.99  N1 1.015
7 H 1.34 1.57 0.34  O3 0.967
8 C -0.81 -1.11 1.16  O9 1.399, H10 1.098, H11 1.100, H12 1.094
9 O -1.16 0.25 1.17  H5 1.000, C8 1.399
10 H 0.26 -1.26 1.37  C8 1.098
11 H -1.40 -1.63 1.93  C8 1.100
12 H -1.01 -1.58 0.19  C8 1.094

Values from the calculation:
ΔE to the lowest compared entry with this formula, charge and spin ... 0.768 eV
E_tot ... -360.3430 hartree
Total charge ... -1

---

No. 7
A 2-piece molecular cluster, C2H6NO3 overall at a distorted geometry, computed with the ωB97M-V functional and the def2-TZVPD basis.

Last columns: bonded neighbours and bond lengths (Å).
Positions of all 12 atoms, in Å:
1 O 1.26 1.64 1.03  C2 1.236
2 C 1.41 0.46 0.70  O1 1.236, N3 1.329, H6 1.089
3 N 0.51 -0.34 0.13  C2 1.329, C4 1.799, H7 1.014
4 C 0.08 -2.00 -0.39  N3 1.799, O5 1.262, H8 1.095, H9 1.092
5 O -0.91 -2.15 -1.16  C4 1.262
6 H 2.24 -0.05 1.20  C2 1.089
7 H -0.08 0.00 -0.62  N3 1.014
8 H 0.19 -2.43 0.61  C4 1.095
9 H 1.05 -2.04 -0.90  C4 1.092
10 H -1.78 1.49 -0.88  O12 0.962
11 H -1.14 2.07 0.38  O12 0.967
12 O -1.95 2.10 -0.15  H10 0.962, H11 0.967

Values from the calculation:
Spin multiplicity ... 2
Expectation value of S² ... 0.760
ΔE to the lowest compared entry with this formula, charge and spin ... 2.308 eV
E_tot ... -360.1315 hartree

---

No. 8
A 2-piece molecular cluster, C2H6NO4 overall at a distorted geometry, computed with the ωB97M-V functional and the def2-TZVPD basis.

Last columns: bonded neighbours and bond lengths (Å).
Positions of all 13 atoms, in Å:
1 N 0.37 -0.13 4.64  O2 1.237, O3 1.327, O4 1.260
2 O 1.13 0.62 4.02  N1 1.237
3 O -0.27 0.36 5.69  N1 1.327
4 O 0.20 -1.34 4.32  N1 1.260
5 H -1.72 0.69 5.45  C6 1.119
6 C -2.75 0.26 5.44  H5 1.119, O7 1.341, H9 1.055, H10 1.072
7 O -2.59 -1.05 5.66  C6 1.341, C8 1.363
8 C -2.25 -2.35 5.89  O7 1.363, H11 1.061, H12 1.057, H13 1.058
9 H -3.35 0.66 6.21  C6 1.055
10 H -3.20 0.42 4.47  C6 1.072
11 H -1.25 -2.44 5.56  C8 1.061
12 H -2.34 -2.58 6.92  C8 1.057
13 H -2.89 -2.97 5.32  C8 1.058

Values from the calculation:
Spin multiplicity ... 2
Expectation value of S² ... 0.757
ΔE to the lowest compared entry with this formula, charge and spin ... 0.596 eV
E_tot ... -435.2015 hartree

---

No. 9
One molecule with the formula C2H6NP at a distorted geometry, computed with the ωB97M-V functional and the def2-TZVPD basis.

Last columns: bonded neighbours and bond lengths (Å).
Positions of all 10 atoms, in Å:
1 C 1.03 -0.29 0.86  N3 1.550, P4 1.794, H5 1.065, H6 1.102
2 C -1.42 -0.06 -0.54  P4 1.863, H7 1.241, H8 1.084, H9 1.082
3 N 1.16 0.37 -0.54  C1 1.550, P4 1.705, H10 1.013
4 P -0.15 0.96 0.37  C1 1.794, C2 1.863, N3 1.705
5 H 0.94 -1.35 0.83  C1 1.065
6 H 1.62 0.15 1.68  C1 1.102
7 H -1.61 0.25 -1.72  C2 1.241
8 H -2.42 0.08 -0.15  C2 1.084
9 H -1.11 -1.09 -0.40  C2 1.082
10 H 1.95 0.98 -0.38  N3 1.013

Values from the calculation:
SMILES ... CP1CN1
ΔE to the lowest compared entry with this formula, charge and spin ... 0.205 eV
E_tot ... -475.8496 hartree

---

No. 10
A 2-piece molecular cluster, C2H6NP overall at a distorted geometry, computed with the ωB97M-V functional and the def2-TZVPD basis.

Last columns: bonded neighbours and bond lengths (Å).
Positions of all 10 atoms, in Å:
1 C -0.92 -1.35 0.01  N3 1.465, P4 1.887, H5 1.101, H6 1.059
2 C -2.35 0.70 0.02  N3 1.294, H8 1.096, H9 1.073
3 N -1.26 0.05 0.28  C1 1.465, C2 1.294, P4 1.628
4 P 0.32 -0.08 0.66  C1 1.887, N3 1.628
5 H -1.36 -2.12 0.65  C1 1.101
6 H -0.96 -1.80 -0.95  C1 1.059
7 H 4.65 1.09 -0.22  H10 0.718
8 H -2.54 1.59 0.62  C2 1.096
9 H -3.18 0.38 -0.59  C2 1.073
10 H 3.96 1.26 -0.10  H7 0.718

Values from the calculation:
ΔE to the lowest compared entry with this formula, charge and spin ... 2.781 eV
E_tot ... -475.7549 hartree

---

No. 11
A 2-piece molecular cluster, C2H6NPS overall at a distorted geometry, computed with the ωB97M-V functional and the def2-TZVPD basis.

Last columns: bonded neighbours and bond lengths (Å).
Positions of all 11 atoms, in Å:
1 C 0.01 0.18 0.94  C2 1.456, S5 1.563
2 C 1.38 0.67 0.83  C1 1.456, H6 1.097, H7 1.031, H8 1.019
3 N 0.02 -0.65 -1.24  P4 1.596, H9 1.060
4 P -1.48 -0.95 -1.71  N3 1.596, H10 1.359, H11 1.483
5 S -1.40 0.24 1.61  C1 1.563
6 H 1.87 0.72 1.81  C2 1.097
7 H 1.94 0.11 0.16  C2 1.031
8 H 1.22 1.61 0.46  C2 1.019
9 H 0.42 -1.37 -0.58  N3 1.060
10 H -1.76 0.37 -1.84  P4 1.359
11 H -2.24 -0.92 -0.43  P4 1.483

Values from the calculation:
ΔE to the lowest compared entry with this formula, charge and spin ... 4.082 eV
E_tot ... -873.9410 hartree

---

No. 12
A 2-piece molecular cluster, C2H6NS overall at a distorted geometry, computed with the ωB97M-V functional and the def2-TZVPD basis.

Last columns: bonded neighbours and bond lengths (Å).
Positions of all 10 atoms, in Å:
1 S 2.63 1.69 1.57  H2 1.349
2 H 2.58 0.59 0.79  S1 1.349
3 C -3.01 -0.78 -0.97  N5 1.488, H6 1.152, H7 1.171, H8 1.122
4 C -0.69 -1.44 -1.46  N5 1.284, H9 1.099, H10 1.102
5 N -1.67 -1.33 -0.64  C3 1.488, C4 1.284
6 H -3.56 0.03 -0.36  C3 1.152
7 H -3.03 -0.40 -2.07  C3 1.171
8 H -3.58 -1.74 -0.81  C3 1.122
9 H 0.17 -0.75 -1.39  C4 1.099
10 H -0.77 -2.07 -2.35  C4 1.102

Values from the calculation:
ΔE to the lowest compared entry with this formula, charge and spin ... 3.496 eV
E_tot ... -532.6427 hartree
Total charge ... -1